Record 1
The following is a quantum chemistry calculation of C12H14N2 in the gas phase at a distorted geometry, from the OMol25 dataset.

Structure (XYZ):
```
28
Properties=species:S:1:pos:R:3:mulliken_charge:R:1
C -2.90 0.47 0.86 -0.6339
C -2.13 1.47 0.06 -0.9094
C -0.69 0.91 -0.18 0.7851
C 0.43 1.74 -0.19 -1.1219
C 1.56 0.91 -0.24 0.2767
C 2.87 1.14 -0.06 -0.7374
C 3.72 0.14 0.01 -0.3305
C 3.26 -1.22 0.13 -0.8037
C 1.89 -1.46 0.16 -0.3587
C 1.11 -0.40 0.05 0.6057
C -1.14 -1.40 0.09 -1.1293
C -2.37 -1.07 -0.83 -0.4505
H -2.25 -0.16 1.60 0.3328
H -3.89 0.81 1.38 0.3445
H -2.43 1.97 -0.87 0.3869
H -1.88 2.48 0.59 0.3787
H 0.36 2.84 -0.27 0.3602
H 3.37 2.08 0.01 0.3651
H 4.81 0.46 -0.10 0.2496
H 3.89 -2.05 0.25 0.4676
H 1.42 -2.40 0.67 0.1976
H -1.38 -1.67 1.09 0.4025
H -0.60 -2.25 -0.32 0.5658
H -2.21 -0.15 -1.63 0.3434
H -2.75 -2.06 -1.43 0.2906
H -4.02 -0.07 -0.74 0.2842
N -0.27 -0.36 0.08 0.3212
N -3.47 -0.66 0.00 -0.4830
```

Results
HOMO ... -7.540 eV
Structure (SMILES) ... c1ccc2c(c1)cc1n2CCNCC1
Charge ... 0


Record 2
The following is a quantum chemistry calculation of C12H14N2O4 in the gas phase at a distorted geometry, from the OMol25 dataset.

Structure (XYZ):
```
32
Properties=species:S:1:pos:R:3:mulliken_charge:R:1
O 1.23 2.25 -1.18 -0.6834
C 0.98 1.23 -0.55 0.7967
N 0.44 1.27 0.68 0.0906
C 0.16 0.16 1.56 -0.1333
H -0.92 0.16 1.79 0.1293
C 0.95 0.34 2.87 -0.7076
O 0.67 1.57 3.48 -0.3716
C 0.98 2.64 2.61 -0.5626
H 2.05 2.64 2.38 0.3214
C 0.18 2.55 1.31 -0.7422
H -0.89 2.62 1.54 0.3083
H 0.47 3.34 0.62 0.4265
H 0.73 3.56 3.15 0.3518
H 2.02 0.26 2.64 0.3625
H 0.68 -0.43 3.59 0.3525
H 0.43 -0.80 1.12 0.1447
C 1.22 -0.14 -1.18 -0.9507
C -0.09 -0.78 -1.57 0.5463
C -1.00 0.00 -2.28 -0.5566
C -2.21 -0.50 -2.72 -0.6875
C -2.53 -1.83 -2.49 -0.4993
C -1.64 -2.64 -1.82 -0.5891
C -0.43 -2.12 -1.35 0.3005
N 0.41 -3.05 -0.65 1.0215
O 0.34 -4.21 -0.97 -0.6093
O 1.14 -2.62 0.23 -0.6118
H -1.86 -3.68 -1.63 0.4523
H -3.47 -2.23 -2.84 0.3895
H -2.89 0.14 -3.25 0.4062
H -0.74 1.03 -2.48 0.4837
H 1.79 0.05 -2.09 0.3146
H 1.82 -0.77 -0.52 0.5062
```

Results
HOMO ... -9.157 eV
Structure (SMILES) ... O=C(Cc1ccccc1[N+](=O)[O-])N1CCOCC1
Charge ... 0


Record 3
The following is a quantum chemistry calculation of 2 unconnected molecules or ions with the total composition C12H14N2S at a distorted geometry, from the OMol25 dataset.

Structure (XYZ):
```
29
Properties=species:S:1:pos:R:3:mulliken_charge:R:1
C 3.95 -0.21 0.09 -0.4298
C 3.46 0.24 1.28 -0.7087
C 3.19 0.05 -1.07 -0.3110
C 2.30 0.98 1.26 -0.1844
C 2.09 0.84 -1.06 0.0260
C 1.55 1.28 0.15 0.4128
C 0.47 2.19 0.22 -0.0374
C -1.50 1.34 -0.13 0.1013
C -1.58 -2.28 -0.40 -0.6879
C -3.05 -1.90 -0.20 -0.5978
C -0.90 -1.05 0.19 -0.2017
C -3.13 -0.35 -0.21 -0.8564
N 0.23 3.34 0.55 -0.5349
N -1.81 0.07 -0.06 0.1517
S -2.44 2.61 -0.32 -0.4206
H 4.86 -0.65 -0.18 0.4021
H 3.88 0.06 2.24 0.4210
H 3.56 -0.38 -2.03 0.3358
H 1.90 1.11 2.27 0.2777
H 1.43 1.05 -2.00 0.2607
H -1.11 -3.10 0.03 0.4198
H -1.32 -2.41 -1.50 0.2481
H -3.52 -2.09 -1.12 0.2651
H -3.68 -2.39 0.53 0.3484
H -0.74 -1.20 1.27 0.1903
H 0.12 -0.80 -0.11 0.0574
H -3.66 -0.06 -1.08 0.4226
H -3.78 0.15 0.58 0.3865
H -0.74 3.54 0.81 0.2432
```

Results
HOMO ... -7.438 eV
Charge ... 0


Record 4
The following is a quantum chemistry calculation of a gas-phase ion, C12H14N3 (charge +1) at a distorted geometry, from the OMol25 dataset.

Structure (XYZ):
```
29
Properties=species:S:1:pos:R:3:mulliken_charge:R:1
C -2.34 0.32 0.41 -1.1667
C -3.41 -0.46 0.34 -0.6633
C -2.22 -2.26 -0.42 -0.6935
C -0.94 -1.58 -0.22 0.2446
C -1.03 -0.10 -0.02 0.9696
C 1.50 -2.40 0.09 -0.6104
C 3.08 -0.91 -0.59 -0.1649
C 0.29 -2.06 -0.21 0.5027
C 2.34 0.33 -0.01 0.5393
C 1.15 0.48 -0.82 -1.0407
C 1.95 0.08 1.48 -1.2329
C -0.70 1.98 -1.13 -1.1350
N 2.65 -2.08 -0.64 -0.4168
N -3.38 -1.66 -0.18 -0.0498
N -0.14 0.76 -0.48 0.3321
H -2.33 1.24 0.86 0.5889
H -4.34 -0.01 0.39 0.4397
H -2.15 -3.25 -0.77 0.5026
H 1.62 -3.12 1.03 0.2055
H 3.92 -0.61 -1.17 0.4638
H 3.15 1.10 -0.17 0.4249
H 1.52 0.99 -1.71 0.4129
H 0.89 -0.28 1.48 0.2941
H 2.19 0.99 2.07 0.2955
H 2.36 -0.78 1.94 0.4197
H -1.40 1.61 -1.83 0.4508
H -1.21 2.56 -0.40 0.3305
H 0.01 2.64 -1.59 0.3894
H -4.28 -2.15 -0.54 0.3673
```

Results
HOMO (spin up / spin down) ... -11.042 / -10.960 eV
Charge ... +1


Record 5
The following is a quantum chemistry calculation of C12H14N4O in the gas phase at a distorted geometry, from the OMol25 dataset.

Structure (XYZ):
```
31
Properties=species:S:1:pos:R:3:mulliken_charge:R:1
C -2.60 1.18 0.86 -1.2279
C -1.38 0.97 -0.16 0.2547
C -1.30 2.25 -1.17 -0.6977
C 0.16 2.13 -1.86 0.5895
N 0.15 1.59 -3.14 -0.1372
N 1.34 1.46 -3.68 -0.4389
C 2.39 1.88 -2.87 0.1361
N 2.39 2.46 -1.60 -0.4700
N 1.20 2.60 -1.07 -0.1183
O -1.49 -0.19 -1.01 -0.3488
C -1.53 -1.43 -0.26 -0.7385
C -0.26 -1.70 0.66 0.7392
C 1.01 -2.41 0.04 -0.4574
C 2.27 -2.74 0.93 -0.4169
C 2.33 -2.41 2.44 -0.4084
C 1.09 -1.68 3.06 -0.4330
C -0.15 -1.36 2.18 -0.1304
H -3.63 1.12 0.39 0.2777
H -2.47 0.47 1.74 0.2148
H -2.48 2.25 1.29 0.3979
H -0.40 1.02 0.44 0.2801
H -2.14 2.25 -1.94 0.3649
H -1.39 3.24 -0.58 0.3639
H 3.44 1.73 -3.33 0.3795
H -2.53 -1.51 0.30 0.3231
H -1.55 -2.28 -1.05 0.3469
H 1.08 -2.71 -1.06 0.2969
H 3.17 -3.27 0.48 0.3009
H 3.21 -2.64 3.13 0.3155
H 1.09 -1.39 4.16 0.3153
H -1.03 -0.86 2.69 0.1266
```

Results
HOMO ... -8.955 eV
Structure (SMILES) ... C[C@H](Cc1nncnn1)OCc1ccccc1
Charge ... 0


Record 6
The following is a quantum chemistry calculation of C12H14N4OS in the gas phase at a distorted geometry, from the OMol25 dataset.

Structure (XYZ):
```
32
Properties=species:S:1:pos:R:3:mulliken_charge:R:1
O 0.54 1.38 -0.38 -0.7962
S 3.52 -0.84 -4.39 -0.4772
C 0.38 0.26 0.06 0.6527
C 2.61 0.34 -3.68 0.3246
C 0.57 -1.98 0.26 0.0100
C 1.06 -0.92 -0.47 0.1079
C -3.64 2.15 2.87 -0.2861
C -2.49 2.83 2.44 -0.6342
C -3.71 0.77 2.82 -0.7694
C -1.46 2.12 1.81 -0.2296
C -2.64 0.06 2.26 -0.1745
C -1.48 0.69 1.73 0.5886
N 2.60 1.54 -4.31 -0.4088
N -0.44 -1.52 1.13 -0.3773
N -0.49 -0.08 1.11 0.2763
N 1.86 0.15 -2.53 -0.1388
C 1.05 -3.43 0.21 -1.3599
C 2.06 -0.97 -1.63 -0.7328
H -4.46 2.79 3.25 0.3132
H -2.39 3.92 2.55 0.3330
H -4.59 0.29 3.25 0.3416
H -0.60 2.67 1.42 0.3336
H -2.75 -0.99 2.20 0.3749
H 3.25 1.65 -5.11 0.2178
H 2.22 2.36 -3.86 0.2013
H -0.60 -2.02 2.00 0.2959
H 1.45 0.98 -2.13 0.2173
H 0.27 -4.07 -0.25 0.2931
H 1.28 -3.78 1.19 0.4165
H 1.99 -3.54 -0.39 0.3425
H 3.11 -0.90 -1.30 0.2881
H 1.94 -1.93 -2.13 0.4557
```

Results
HOMO ... -7.906 eV
Structure (SMILES) ... Cc1[nH]n(-c2ccccc2)c(=O)c1CNC(N)=S
Charge ... 0


Record 7
The following is a quantum chemistry calculation of C12H14N6O4S in the gas phase at a distorted geometry, from the OMol25 dataset.

Structure (XYZ):
```
37
Properties=species:S:1:pos:R:3:mulliken_charge:R:1
C 4.73 -0.66 0.89 -1.0356
C 4.08 -1.39 2.06 -0.4363
H 3.82 -2.42 1.78 0.3451
H 4.76 -1.42 2.91 0.3162
O 2.94 -0.71 2.56 -0.4556
C 1.77 -0.77 1.88 0.6254
C 1.53 -1.51 0.74 -0.0814
C 0.26 -1.51 0.14 -0.9916
C -0.81 -0.77 0.69 0.7783
C -0.53 -0.03 1.84 -0.5619
C 0.71 -0.02 2.42 -0.9420
H 0.90 0.55 3.32 0.4575
H -1.33 0.55 2.27 0.6305
N -2.05 -0.77 0.10 -0.0591
C -3.10 0.08 0.36 0.6009
O -3.20 0.82 1.31 -0.6869
C -4.25 -0.09 -0.62 -0.8308
H -4.91 0.77 -0.54 0.4165
H -4.81 -1.00 -0.37 0.4075
S -3.76 -0.30 -2.37 -0.1932
C -2.63 1.01 -2.46 0.4168
N -2.13 1.49 -3.57 -0.8269
N -1.29 2.47 -3.13 0.1487
C -1.33 2.52 -1.78 0.3366
N -2.17 1.61 -1.33 -0.1788
N -0.55 3.32 -1.01 -0.4422
H -0.26 4.20 -1.41 0.2440
H -0.85 3.37 -0.05 0.2559
H -0.74 2.99 -3.79 0.1690
H -2.13 -1.35 -0.74 0.1740
N 0.14 -2.29 -1.05 1.1452
O 1.16 -2.73 -1.55 -0.6596
O -0.97 -2.48 -1.53 -0.7339
H 2.29 -2.11 0.27 0.6510
H 4.99 0.36 1.19 0.3069
H 5.64 -1.18 0.60 0.3485
H 4.07 -0.61 0.03 0.3413
```

Results
HOMO ... -8.222 eV
Structure (SMILES) ... CCOc1ccc(NC(=O)CSc2n[nH]c(N)n2)c([N+](=O)[O-])c1
Charge ... 0


- Number 5 is which compound?
  C12H14N4O


Repeat the fourth record exactly.
The following is a quantum chemistry calculation of a gas-phase ion, C12H14N3 (charge +1) at a distorted geometry, from the OMol25 dataset.

Structure (XYZ):
```
29
Properties=species:S:1:pos:R:3:mulliken_charge:R:1
C -2.34 0.32 0.41 -1.1667
C -3.41 -0.46 0.34 -0.6633
C -2.22 -2.26 -0.42 -0.6935
C -0.94 -1.58 -0.22 0.2446
C -1.03 -0.10 -0.02 0.9696
C 1.50 -2.40 0.09 -0.6104
C 3.08 -0.91 -0.59 -0.1649
C 0.29 -2.06 -0.21 0.5027
C 2.34 0.33 -0.01 0.5393
C 1.15 0.48 -0.82 -1.0407
C 1.95 0.08 1.48 -1.2329
C -0.70 1.98 -1.13 -1.1350
N 2.65 -2.08 -0.64 -0.4168
N -3.38 -1.66 -0.18 -0.0498
N -0.14 0.76 -0.48 0.3321
H -2.33 1.24 0.86 0.5889
H -4.34 -0.01 0.39 0.4397
H -2.15 -3.25 -0.77 0.5026
H 1.62 -3.12 1.03 0.2055
H 3.92 -0.61 -1.17 0.4638
H 3.15 1.10 -0.17 0.4249
H 1.52 0.99 -1.71 0.4129
H 0.89 -0.28 1.48 0.2941
H 2.19 0.99 2.07 0.2955
H 2.36 -0.78 1.94 0.4197
H -1.40 1.61 -1.83 0.4508
H -1.21 2.56 -0.40 0.3305
H 0.01 2.64 -1.59 0.3894
H -4.28 -2.15 -0.54 0.3673
```

Results
HOMO (spin up / spin down) ... -11.042 / -10.960 eV
Charge ... +1


Repeat the third record exactly.
The following is a quantum chemistry calculation of 2 unconnected molecules or ions with the total composition C12H14N2S at a distorted geometry, from the OMol25 dataset.

Structure (XYZ):
```
29
Properties=species:S:1:pos:R:3:mulliken_charge:R:1
C 3.95 -0.21 0.09 -0.4298
C 3.46 0.24 1.28 -0.7087
C 3.19 0.05 -1.07 -0.3110
C 2.30 0.98 1.26 -0.1844
C 2.09 0.84 -1.06 0.0260
C 1.55 1.28 0.15 0.4128
C 0.47 2.19 0.22 -0.0374
C -1.50 1.34 -0.13 0.1013
C -1.58 -2.28 -0.40 -0.6879
C -3.05 -1.90 -0.20 -0.5978
C -0.90 -1.05 0.19 -0.2017
C -3.13 -0.35 -0.21 -0.8564
N 0.23 3.34 0.55 -0.5349
N -1.81 0.07 -0.06 0.1517
S -2.44 2.61 -0.32 -0.4206
H 4.86 -0.65 -0.18 0.4021
H 3.88 0.06 2.24 0.4210
H 3.56 -0.38 -2.03 0.3358
H 1.90 1.11 2.27 0.2777
H 1.43 1.05 -2.00 0.2607
H -1.11 -3.10 0.03 0.4198
H -1.32 -2.41 -1.50 0.2481
H -3.52 -2.09 -1.12 0.2651
H -3.68 -2.39 0.53 0.3484
H -0.74 -1.20 1.27 0.1903
H 0.12 -0.80 -0.11 0.0574
H -3.66 -0.06 -1.08 0.4226
H -3.78 0.15 0.58 0.3865
H -0.74 3.54 0.81 0.2432
```

Results
HOMO ... -7.438 eV
Charge ... 0